An isolated molecule of C9H11NO2 at a distorted geometry, computed with the ωB97M-V functional and the def2-TZVPD basis.

Results
**Relative energy (zero: lowest compared OMol25 entry of this formula, charge and spin)**: 228.0 kJ/mol
**DFT total energy**: -554.72446 Eh
**LUMO level**: 0.5996 eV
**SMILES**: N[C@@H](Cc1ccccc1)C(=O)O
**F_max**: 4.86 eV Å⁻¹
**Gap between HOMO and LUMO**: 10.09 eV

Structure (XYZ):
```
23
Properties=species:S:1:pos:R:3:nbo_charge:R:1
N 1.186 0.912 1.033 -0.92
C 1.756 -0.318 0.396 -0.14
C 0.861 -0.861 -0.817 -0.44
C -0.537 -0.556 -0.609 -0.05
C -1.093 0.515 -1.211 -0.22
C -2.521 0.986 -0.823 -0.20
C -3.200 0.275 0.074 -0.24
C -2.607 -0.875 0.690 -0.20
C -1.281 -1.177 0.444 -0.19
C 3.138 -0.111 -0.122 0.76
O 3.840 -0.961 -0.619 -0.60
O 3.536 1.104 0.131 -0.69
H 0.479 1.208 0.388 0.38
H 0.857 1.281 1.901 0.42
H 2.008 -1.056 1.229 0.23
H 1.000 -1.969 -0.760 0.24
H 1.286 -0.593 -1.726 0.24
H -0.485 0.984 -1.975 0.21
H -2.849 2.081 -1.035 0.22
H -4.199 0.569 0.433 0.22
H -3.331 -1.375 1.332 0.22
H -0.585 -1.731 1.090 0.21
H 2.740 1.671 0.557 0.51
```